Record 1
C3H10N2O in the gas phase. Source: the Open Molecules 2025 dataset; level of theory: ωB97M-V with the def2-TZVPD basis set.

Output
- Energy above the lowest of the compared OMol25 structures with the same formula, charge and spin: 1.4392 eV
- LUMO level: 0.91 eV
- Highest occupied orbital energy: -8.745 eV

Geometry as ORCA input:
```
! wB97M-V def2-TZVPD RIJCOSX def2/J DEFGRID3
* xyz 0 1
N 2.742 0.671 0.329
C 1.489 -0.043 0.228
N 0.395 0.925 0.321
C -0.839 0.556 -0.387
C -1.264 -0.838 -0.020
O -2.639 -1.030 -0.366
H 3.535 0.200 -0.080
H 3.038 0.985 1.242
H 1.365 -0.805 0.996
H 1.480 -0.519 -0.758
H 0.802 1.786 -0.023
H -0.780 0.750 -1.473
H -1.605 1.228 0.016
H -1.235 -0.948 1.059
H -0.627 -1.595 -0.478
H -2.751 -1.754 -0.994
*
```

Results of the Mulliken charge analysis, in e, for atoms 1 through 2: atom 1 (N): -0.610, atom 2 (C): -0.282

=====

Record 2
A molecular structure, C18H17FN2O11P2SiTa. Source: the Open Molecules 2025 dataset; level of theory: ωB97M-V with the def2-TZVPD basis set.

Output
- Energy above the lowest of the compared OMol25 structures with the same formula, charge and spin: 1.4819 eV
- LUMO level: -4.86 eV
- Highest occupied orbital energy: -11.856 eV

Geometry as ORCA input:
```
! wB97M-V def2-TZVPD RIJCOSX def2/J DEFGRID3
* xyz 1 1
Ta -0.442 -0.545 -0.534
O -1.025 2.831 1.647
P -0.911 1.376 1.161
O -1.855 0.920 0.036
O 0.444 1.047 0.522
O -1.137 0.410 2.415
P -0.799 -1.205 2.171
O -1.565 -1.890 3.332
O 0.642 -1.423 1.998
O -1.550 -1.497 0.825
H -1.861 3.137 2.027
H -1.000 -2.275 4.017
C 1.354 -3.102 -5.673
C 1.663 -1.753 -5.552
C 0.864 -0.926 -4.775
C -0.255 -1.437 -4.111
C -0.553 -2.797 -4.246
C 0.245 -3.625 -5.021
Si -1.314 -0.368 -3.018
C -1.098 1.471 -3.183
C 0.158 2.047 -2.948
C 0.326 3.425 -2.962
C -0.764 4.246 -3.213
C -2.016 3.692 -3.447
C -2.185 2.316 -3.424
H 1.975 -3.747 -6.280
H 2.518 -1.343 -6.073
H 1.106 0.129 -4.708
H -1.414 -3.220 -3.741
H 0.009 -4.676 -5.104
H -2.733 -0.783 -3.025
H 1.030 1.423 -2.770
H 1.302 3.854 -2.783
H -0.638 5.320 -3.231
H -2.862 4.335 -3.651
H -3.169 1.899 -3.601
F 3.090 -4.749 2.491
C 2.676 -4.888 1.238
C 2.838 -3.923 0.337
N 2.414 -4.081 -0.978
C 2.391 -2.937 -1.859
C 1.296 -2.009 -1.441
O 0.141 -2.438 -1.105
O 1.451 -0.735 -1.325
C 1.770 -5.237 -1.414
O 1.345 -5.358 -2.540
N 1.670 -6.220 -0.458
C 2.029 -6.160 0.892
O 1.831 -7.073 1.646
H 3.313 -2.985 0.594
H 2.142 -3.285 -2.868
H 3.339 -2.404 -1.875
H 1.220 -7.075 -0.757
*
```

Results of the Mulliken charge analysis, in e, for atoms 1 through 2: atom 1 (Ta): 1.600, atom 2 (O): -0.485

=====

Record 3
A molecular structure, C36H61AlN15O. Source: the Open Molecules 2025 dataset; level of theory: ωB97M-V with the def2-TZVPD basis set.

Output
- Energy above the lowest of the compared OMol25 structures with the same formula, charge and spin: 0.7364 eV
- LUMO level: 0.92 eV
- Highest occupied orbital energy: -4.452 eV

Geometry as ORCA input:
```
! wB97M-V def2-TZVPD RIJCOSX def2/J DEFGRID3
* xyz -1 1
C -0.466 0.616 1.051
C -1.054 0.435 -0.381
C -1.696 1.780 -0.785
C -1.983 -0.818 -0.544
C -2.142 -1.633 0.774
C -3.428 -0.522 -1.051
O -4.231 -0.160 0.044
Al -5.260 1.360 -0.206
H -1.269 0.834 1.763
H 0.095 -0.282 1.336
H 0.216 1.478 1.000
H -0.195 0.290 -1.061
H -0.894 2.538 -0.717
H -2.485 2.124 -0.108
H -2.009 1.782 -1.835
H -1.481 -1.509 -1.245
H -2.463 -1.020 1.620
H -2.916 -2.396 0.626
H -1.154 -2.053 1.007
H -3.817 -1.498 -1.432
H -3.476 0.178 -1.899
H -4.992 2.303 1.095
H -4.779 2.233 -1.476
H -6.816 1.004 -0.212
C 0.491 -4.059 -1.624
C 1.020 -3.594 -0.332
N 1.415 -3.220 0.675
H 1.203 -4.735 -2.091
H -0.455 -4.581 -1.474
H 0.324 -3.206 -2.282
C 1.367 5.538 -1.598
C 0.061 5.111 -2.129
N -0.963 4.789 -2.532
H 1.540 5.076 -0.631
H 2.158 5.238 -2.285
H 1.385 6.618 -1.481
C 2.707 -4.684 -5.210
C 1.335 -5.133 -4.928
N 0.262 -5.466 -4.708
H 2.863 -3.696 -4.780
H 3.419 -5.383 -4.774
H 2.863 -4.635 -6.285
C 3.635 -5.132 2.202
C 3.773 -6.597 2.265
N 3.882 -7.736 2.313
H 3.630 -4.721 3.210
H 4.471 -4.708 1.648
H 2.706 -4.865 1.704
C -5.339 -4.414 -0.259
C -3.952 -4.868 -0.434
N -2.862 -5.194 -0.572
H -5.393 -3.336 -0.417
H -5.983 -4.914 -0.980
H -5.686 -4.645 0.746
C -1.135 -7.665 -6.872
C -2.467 -8.046 -7.371
N -3.501 -8.342 -7.762
H -0.923 -8.193 -5.945
H -0.380 -7.925 -7.613
H -1.100 -6.594 -6.686
C 4.415 5.553 1.807
C 3.242 6.317 1.349
N 2.325 6.903 0.993
H 4.355 4.528 1.434
H 5.322 6.012 1.435
H 4.443 5.540 2.895
C -8.628 -2.051 0.987
C -8.568 -3.519 1.069
N -8.532 -4.664 1.133
H -8.609 -1.624 1.989
H -7.772 -1.674 0.425
H -9.545 -1.749 0.485
C 0.685 2.026 -4.428
C 0.810 0.564 -4.295
N 0.919 -0.571 -4.191
H 0.649 2.492 -3.444
H 1.539 2.416 -4.980
H -0.229 2.272 -4.965
C 0.345 -2.957 4.003
C -0.276 -1.784 4.641
N -0.757 -0.871 5.136
H 1.072 -3.398 4.683
H -0.419 -3.696 3.768
H 0.848 -2.661 3.084
C -6.648 -2.417 5.229
C -7.913 -1.961 4.633
N -8.891 -1.606 4.155
H -5.812 -2.056 4.632
H -6.559 -2.031 6.242
H -6.628 -3.505 5.255
C 7.251 1.917 1.990
C 6.043 2.359 1.278
N 5.101 2.702 0.727
H 8.136 2.261 1.457
H 7.254 2.332 2.996
H 7.266 0.831 2.049
C 9.760 5.037 3.319
C 8.439 5.346 2.747
N 7.413 5.587 2.296
H 9.639 4.561 4.291
H 10.298 4.362 2.655
H 10.337 5.959 3.437
C -8.364 5.121 -0.682
C -8.669 3.685 -0.788
N -8.876 2.563 -0.869
H -7.308 5.254 -0.454
H -8.593 5.616 -1.624
H -8.961 5.566 0.112
C 11.780 8.622 1.574
C 11.926 7.753 2.752
N 12.040 7.076 3.668
H 11.341 9.572 1.872
H 12.756 8.802 1.127
H 11.133 8.142 0.841
*
```

Results of the Mulliken charge analysis, in e, for atoms 1 through 2: atom 1 (C): -1.541, atom 2 (C): 0.930

=====

Number 1: Kohn-Sham gap 0.355 Ha. Number 2: Kohn-Sham gap 0.257 Ha. Number 3: Kohn-Sham gap 0.198 Ha.